ORCA calculation (the ωB97M-V functional and the def2-TZVPD basis) on the ion CH3NO with charge +1 in a non-equilibrium geometry.

Computed properties:
E_HOMO (alpha / beta)   -19.3497 / -18.1200 eV
Net charge   +1
Electronic energy   -169.49415 Ha
2S+1   2
Relative energy (zero: lowest compared OMol25 entry of this formula, charge and spin)   0.0 kJ/mol

Last column: natural (NBO) charge in e.
CARTESIAN COORDINATES (ANGSTROEM)
C1 0.4844 -0.2897 0.4880  0.48
N1 -0.4162 0.1712 -0.5663  -0.48
O1 0.0690 0.2256 1.5273  -0.12
H1 1.2516 -1.0641 0.4105  0.28
H2 -0.2559 0.1459 -1.4763  0.41
H3 -1.1331 0.8111 -0.3832  0.43

Atoms 1-2, force components in eV/Å:
-4.502 1.766 -1.422
2.405 -2.478 5.542

ORCA calculation (the ωB97M-V functional and the def2-TZVPD basis) on a cluster of 6 separate species, C28H58NO11S5 in total.

Computed properties:
E_HOMO   -11.4643 eV
Net charge   +1
Electronic energy   -3974.72966 Ha
2S+1   1

Last column: Mulliken charge in e.
CARTESIAN COORDINATES (ANGSTROEM)
C1 -4.5476 0.9811 -6.1242  -1.15
C2 -4.8225 2.4761 -6.0126  -0.99
C3 -3.8777 3.2842 -5.1058  0.54
C4 -2.3818 3.0273 -5.3877  -1.39
C5 -4.2603 3.1798 -3.6323  -0.35
C6 -3.7779 1.9646 -2.8671  -0.57
O1 -4.4554 1.9009 -1.6300  -0.45
C7 -4.1698 3.0153 -0.8039  0.06
C8 -4.2555 4.3729 -1.4979  -0.81
N1 -3.6410 4.3406 -2.8673  -0.05
H1 -4.7256 0.4375 -5.2023  0.32
H2 -5.2481 0.5709 -6.8477  0.40
H3 -3.5629 0.7705 -6.5222  0.30
H4 -4.6902 2.8980 -7.0076  0.43
H5 -5.8581 2.6753 -5.7488  0.37
H6 -4.0601 4.3255 -5.3848  0.40
H7 -1.8860 3.9785 -5.5701  0.31
H8 -1.8507 2.5726 -4.5578  0.09
H9 -2.2422 2.4498 -6.2910  0.50
H10 -5.3314 3.2802 -3.4897  0.44
H11 -3.9707 1.0376 -3.3905  0.08
H12 -2.6985 2.0203 -2.6782  0.56
H13 -4.9309 3.0264 -0.0321  0.40
H14 -3.2211 2.8908 -0.2806  -0.05
H15 -3.7976 5.1390 -0.8835  0.43
H16 -5.2984 4.6431 -1.6282  0.36
H17 -3.7315 5.2207 -3.3734  0.38
H18 -2.6581 4.0845 -2.7434  0.44
C9 -0.7865 0.3242 2.4959  0.01
C10 -2.1074 -0.2456 3.0177  -0.53
C11 -2.8555 0.8905 3.7236  -0.72
S1 -2.3097 2.4013 2.9261  1.17
O2 -1.5840 3.2085 3.8757  -0.69
O3 -3.4016 2.9682 2.1584  -0.67
C12 -1.1400 1.6352 1.8120  -0.59
H19 -0.3009 -0.3606 1.8113  0.24
H20 -0.1122 0.5059 3.3340  -0.08
H21 -2.6931 -0.6144 2.1715  0.43
H22 -1.9395 -1.0801 3.6946  0.10
H23 -3.9350 0.8094 3.6213  0.42
H24 -2.5864 0.9569 4.7761  0.30
H25 -0.2912 2.3009 1.6665  0.59
H26 -1.6464 1.4565 0.8633  0.06
C13 0.7503 -0.1060 -3.5190  -0.59
C14 2.1451 -0.2629 -2.9015  -0.22
C15 1.9580 -0.5363 -1.4025  -0.89
S2 0.3658 -1.3503 -1.2439  1.07
O4 -0.5291 -0.4876 -0.5016  -0.51
O5 0.5538 -2.7201 -0.8515  -0.72
C16 -0.0739 -1.2696 -2.9760  -0.89
H27 0.7873 -0.1185 -4.6076  0.44
H28 0.3070 0.8449 -3.2054  0.09
H29 2.6522 -1.1034 -3.3761  0.03
H30 2.7570 0.6248 -3.0602  0.49
H31 2.7240 -1.1941 -0.9995  0.44
H32 1.9190 0.3840 -0.8214  0.37
H33 -1.1490 -1.1302 -3.0669  0.43
H34 0.2220 -2.2133 -3.4326  0.38
C17 2.2098 1.6692 7.2459  -0.68
C18 2.9773 0.7865 6.2515  -0.76
C19 2.2951 -0.5880 6.2333  -0.51
S3 0.5776 -0.2897 6.6620  0.98
O6 0.2953 -0.9291 7.9218  -0.70
O7 -0.2552 -0.5358 5.5047  -0.51
C20 0.7315 1.4717 6.9244  -0.55
H35 2.4961 2.7164 7.1645  0.38
H36 2.4156 1.3424 8.2672  0.31
H37 2.9303 1.2346 5.2565  0.29
H38 4.0285 0.6952 6.5193  0.36
H39 2.3365 -1.0638 5.2558  0.30
H40 2.7080 -1.2574 6.9852  0.42
H41 0.0616 1.7753 7.7254  0.45
H42 0.4531 1.9704 5.9948  0.18
C21 -0.5687 -4.1541 5.6723  0.18
C22 -1.0361 -4.9598 4.4534  -0.79
C23 0.1736 -5.1048 3.5188  -0.57
S4 1.6292 -5.0440 4.5717  1.14
O8 2.3780 -3.8497 4.2548  -0.62
O9 2.2665 -6.3349 4.5968  -0.71
C24 0.7554 -4.7708 6.1062  -0.83
H43 -1.2998 -4.1753 6.4787  0.42
H44 -0.4105 -3.1113 5.3876  -0.32
H45 -1.3797 -5.9449 4.7752  0.35
H46 -1.8666 -4.4756 3.9414  0.35
H47 0.1743 -6.0466 2.9765  0.39
H48 0.2439 -4.2747 2.8178  0.26
H49 1.3497 -4.1233 6.7470  0.41
H50 0.6111 -5.7393 6.5839  0.36
C25 6.6573 -0.8851 -3.6755  -0.61
C26 7.4383 -1.8417 -4.5848  -0.67
C27 6.4129 -2.6685 -5.3708  -0.65
S5 4.9461 -1.6430 -5.5149  1.19
O10 3.8689 -2.2651 -4.7781  -0.67
O11 4.7679 -1.2292 -6.8821  -0.70
C28 5.5754 -0.2673 -4.5566  -0.21
H51 7.3015 -0.1220 -3.2418  0.38
H52 6.1978 -1.4430 -2.8562  0.29
H53 8.0537 -1.2640 -5.2768  0.31
H54 8.1049 -2.4867 -4.0155  0.34
H55 6.7601 -2.9191 -6.3695  0.34
H56 6.1280 -3.5744 -4.8392  0.37
H57 4.7618 0.1849 -3.9972  -0.03
H58 5.9953 0.4533 -5.2574  0.36

Atoms 1-2, force components in eV/Å:
-0.653 0.086 -0.186
0.572 -0.047 -0.163

ORCA calculation (the ωB97M-V functional and the def2-TZVPD basis) on a cluster of 7 separate species, C28H35F21O14 in total in a non-equilibrium geometry.

Computed properties:
E_HOMO (alpha / beta)   -12.0447 / -11.9990 eV
Net charge   +1
Electronic energy   -4238.07402 Ha
2S+1   2
Relative energy (zero: lowest compared OMol25 entry of this formula, charge and spin)   58.7 kJ/mol

Last column: Mulliken spin population.
CARTESIAN COORDINATES (ANGSTROEM)
C1 11.0707 -0.4458 22.1685  0.00
C2 12.5916 -0.7852 22.2703  0.00
O1 12.7718 -1.9574 23.1798  0.00
C3 12.5140 -3.2471 22.7505  0.00
O2 12.0995 -3.4828 21.5790  0.01
C4 12.7190 -4.2696 23.8674  0.00
F1 11.5400 -4.8147 24.2325  0.00
F2 13.5028 -5.1978 23.3313  0.00
F3 13.2178 -3.7343 24.9645  0.00
H1 11.0379 0.2432 21.3245  0.00
H2 10.6135 0.0412 23.0298  0.00
H3 10.4910 -1.3365 21.9262  0.00
H4 13.1624 0.0990 22.5543  0.00
H5 13.0188 -1.0176 21.2948  0.00
C5 6.9122 4.8588 27.4154  0.01
C6 6.8912 6.0557 26.4129  0.00
O3 7.1341 5.6165 25.0496  0.08
C7 8.3539 5.4066 24.5624  -0.04
O4 9.4166 5.4320 25.2171  0.84
C8 8.3870 4.9589 23.0572  0.04
F4 8.7134 3.7192 22.9701  0.01
F5 7.2099 5.1311 22.5655  0.03
F6 9.3378 5.6436 22.3642  0.01
H6 7.8410 4.3153 27.2419  0.00
H7 6.0314 4.2751 27.1481  0.00
H8 6.7597 5.0230 28.4821  0.00
H9 7.6154 6.8165 26.7040  0.00
H10 5.9082 6.5247 26.3703  0.01
C9 5.7631 2.1605 19.7161  0.00
C10 6.0018 1.8927 21.1797  0.00
O5 6.0296 0.4683 21.4765  0.00
C11 7.1177 -0.0646 22.1608  0.00
O6 8.1420 0.5162 22.4426  0.00
C12 6.9519 -1.5963 22.3298  0.00
F7 6.9640 -1.8172 23.6379  0.00
F8 5.8447 -2.2109 21.8410  0.00
F9 7.9658 -2.2017 21.8432  0.00
H11 4.7396 1.9085 19.4386  0.00
H12 6.5413 1.6043 19.1935  0.00
H13 6.0301 3.1662 19.3915  0.00
H14 5.2487 2.4085 21.7754  0.00
H15 6.9099 2.3911 21.5189  0.00
C13 12.8107 2.9782 19.1116  0.00
C14 11.3259 2.6185 19.0354  0.00
O7 11.1949 1.2166 18.8145  0.00
C15 9.9758 0.6400 18.4571  0.00
O8 8.9518 1.3070 18.1160  0.00
C16 9.9552 -0.8949 18.4184  0.00
F10 11.1989 -1.3300 18.6699  0.00
F11 9.2460 -1.4145 19.3716  0.00
F12 9.6792 -1.3853 17.2327  0.00
H16 12.9521 4.0587 19.0834  0.00
H17 13.3742 2.7108 18.2177  0.00
H18 13.2321 2.5628 20.0270  0.00
H19 10.8304 3.1129 18.1998  0.00
H20 10.8064 2.9253 19.9432  0.00
C17 1.0342 -3.1119 25.4949  0.00
C18 1.0189 -4.5106 24.9391  0.00
O9 1.4435 -4.5506 23.5854  0.00
C19 2.7687 -4.5064 23.2556  0.00
O10 3.6698 -4.2434 24.0606  0.00
C20 3.0626 -4.5082 21.7065  0.00
F13 2.0386 -5.0208 21.0168  0.00
F14 3.1794 -3.2250 21.3468  0.00
F15 4.1769 -5.1807 21.4477  0.00
H21 0.4456 -2.4307 24.8804  0.00
H22 2.0793 -2.8120 25.5723  0.00
H23 0.7048 -2.9370 26.5191  0.00
H24 0.0144 -4.9314 24.9839  0.00
H25 1.6578 -5.1085 25.5890  0.00
C21 7.2140 -9.6600 25.0809  0.00
C22 8.4982 -9.1646 24.4953  0.00
O11 8.2230 -8.0712 23.5874  0.00
C23 8.5202 -6.7638 23.8725  0.00
O12 8.9194 -6.3820 24.9443  0.00
C24 8.1860 -5.8290 22.7236  0.00
F16 6.9213 -5.5341 22.8099  0.00
F17 8.9286 -4.7637 22.7950  0.00
F18 8.4193 -6.4546 21.5916  0.00
H26 6.6593 -8.8053 25.4682  0.00
H27 7.4663 -10.3053 25.9224  0.00
H28 6.5614 -10.2360 24.4250  0.00
H29 8.9821 -9.9440 23.9068  0.00
H30 9.1613 -8.8468 25.2999  0.00
C25 5.4252 7.1106 19.4572  0.00
C26 5.7515 7.3641 17.9510  0.00
O13 6.7089 6.4399 17.4227  0.00
C27 6.3978 5.1983 17.0862  0.00
O14 5.2436 4.7228 17.1130  0.00
C28 7.5744 4.5057 16.3981  0.00
F19 7.4860 4.6094 15.0872  0.00
F20 8.7604 5.0161 16.8021  0.00
F21 7.5239 3.2321 16.7449  0.00
H31 6.4117 6.9844 19.9034  0.00
H32 4.9560 6.1322 19.5604  0.00
H33 4.7880 7.8257 19.9774  0.00
H34 6.2515 8.3245 17.8253  0.00
H35 4.8485 7.5135 17.3591  0.00

Atoms 1-2, force components in eV/Å:
1.267 -0.188 -0.433
-1.555 -1.148 -0.246